{
  "formula": "C18H22N4O2",
  "method": "the ωB97M-V functional and the def2-TZVPD basis",
  "smiles": "CN(C)CCNC(=O)c1cc2c(=O)n(C)c3ccccc3c2n1C",
  "gap_ha": 0.3104,
  "spin_multiplicity": 1,
  "energy_ev": -29079.666,
  "de_lowest_kj_mol": 73.1,
  "symbols": ["C", "N", "C", "H", "H", "H", "C", "H", "C", "N", "C", "O", "C", "C", "C", "C", "N", "C", "H", "H", "H", "C", "C", "C", "C", "C", "C", "N", "C", "O", "C", "H", "H", "H", "H", "H", "H", "H", "H", "H", "H", "H", "H", "H", "H", "H"],
  "xyz": [[-5.7145, -2.1928, -2.8529], [-4.7359, -1.2511, -3.3497], [-5.3106, 0.0588, -3.5677], [-6.0800, -0.0246, -4.3356], [-4.5369, 0.7360, -3.9234], [-5.7704, 0.4898, -2.6666], [-3.4967, -1.2361, -2.6088], [-2.7958, -0.5902, -3.1457], [-3.5787, -0.7455, -1.1454], [-2.2748, -0.7260, -0.5324], [-1.5945, 0.4246, -0.3128], [-2.1067, 1.5204, -0.4958], [-0.2193, 0.2100, 0.1733], [0.5393, -0.9353, 0.0403], [1.7840, -0.6700, 0.6290], [1.7540, 0.6404, 1.1161], [0.5352, 1.1656, 0.8197], [0.0650, 2.4926, 1.1201], [-0.0078, 2.6412, 2.1996], [0.7341, 3.2375, 0.6870], [-0.9210, 2.6165, 0.6750], [2.8997, 1.1807, 1.7892], [2.9781, 2.4589, 2.3530], [4.1212, 2.9050, 2.9772], [5.2280, 2.0737, 3.0550], [5.1802, 0.8058, 2.5186], [4.0300, 0.3241, 1.8823], [4.0191, -0.9588, 1.3692], [2.9267, -1.5397, 0.7365], [2.9685, -2.6855, 0.3201], [5.1969, -1.7947, 1.4846], [4.9496, -2.7457, 1.0127], [5.4509, -1.9714, 2.5307], [6.0454, -1.3477, 0.9649], [6.0550, 0.1839, 2.6009], [6.1310, 2.4137, 3.5391], [4.1519, 3.8963, 3.4025], [2.1304, 3.1178, 2.3096], [0.2829, -1.8563, -0.4436], [-1.8025, -1.6069, -0.4144], [-4.2388, -1.3953, -0.5633], [-3.9538, 0.2793, -1.1137], [-3.0934, -2.2543, -2.6185], [-6.1830, -1.8815, -1.9072], [-6.5009, -2.3007, -3.5999], [-5.2411, -3.1626, -2.7087]],
  "forces_ev_per_a": [[0.04, 0.06, -0.09], [-0.03, -0.04, -0.02], [0.02, -0.11, -0.04], [-0.05, 0.10, -0.01], [0.01, 0.10, -0.03], [-0.02, 0.06, 0.02], [0.04, 0.11, 0.21], [0.07, -0.06, 0.07], [-0.24, 0.03, -0.39], [0.06, -0.30, -0.05], [-0.26, -0.10, 0.00], [0.00, 0.12, -0.09], [0.39, -0.60, -0.15], [-0.11, 0.34, 0.09], [-0.30, 0.61, 0.15], [0.05, -0.93, -0.36], [0.09, -0.17, -0.04], [-0.26, 0.66, 0.18], [0.07, 0.01, -0.04], [-0.01, -0.03, 0.05], [0.22, -0.01, 0.10], [0.32, 0.20, 0.20], [0.05, -0.07, -0.01], [0.05, 0.08, 0.05], [-0.10, 0.03, -0.03], [0.06, -0.07, 0.00], [-0.16, 0.58, 0.17], [0.04, -0.29, -0.11], [0.04, 0.03, 0.03], [-0.21, -0.07, -0.11], [0.14, -0.32, -0.07], [0.11, 0.16, 0.11], [0.04, 0.05, -0.01], [0.01, 0.02, 0.06], [0.04, -0.09, -0.02], [0.08, 0.01, 0.04], [-0.01, 0.08, 0.03], [-0.09, 0.04, -0.03], [-0.11, -0.16, -0.12], [0.03, 0.12, 0.12], [-0.01, 0.12, -0.02], [-0.05, -0.17, 0.06], [0.08, 0.04, -0.01], [-0.03, -0.03, 0.03], [-0.09, -0.07, 0.04], [-0.03, -0.09, 0.03]],
  "nbo_charge": [-0.413, -0.436, -0.414, 0.199, 0.204, 0.163, -0.213, 0.200, -0.257, -0.595, 0.654, -0.643, 0.021, -0.210, -0.209, 0.180, -0.285, -0.432, 0.200, 0.206, 0.275, -0.054, -0.188, -0.239, -0.186, -0.250, 0.187, -0.402, 0.665, -0.627, -0.430, 0.262, 0.200, 0.200, 0.220, 0.216, 0.216, 0.213, 0.231, 0.398, 0.192, 0.234, 0.186, 0.161, 0.201, 0.198]
}

---

{
  "formula": "C39H37CrN3O2P2Te",
  "method": "the ωB97M-V functional and the def2-TZVPD basis",
  "gap_ha": [0.2451, 0.2818],
  "spin_multiplicity": 4,
  "s2": 4.091,
  "energy_ev": -103896.433,
  "de_lowest_kj_mol": 38.1,
  "total_charge": 1,
  "symbols": ["Cr", "N", "C", "C", "C", "O", "O", "H", "H", "H", "H", "H", "H", "Te", "C", "C", "C", "N", "C", "C", "C", "P", "C", "C", "C", "C", "C", "C", "C", "C", "C", "C", "C", "C", "P", "C", "C", "C", "C", "C", "C", "C", "C", "C", "C", "C", "C", "H", "H", "H", "H", "H", "H", "H", "H", "H", "H", "H", "H", "H", "H", "H", "H", "H", "H", "H", "H", "H", "H", "H", "H", "N", "C", "C", "C", "C", "C", "C", "H", "H", "H", "H", "H", "H", "H"],
  "xyz": [[0.0510, 0.9718, -1.4779], [0.9395, 4.6518, -1.7094], [0.1178, 5.0576, -2.8709], [-1.3537, 4.6296, -2.7266], [-1.5004, 3.2868, -2.0170], [-2.1871, 3.2426, -0.9923], [-0.8818, 2.2862, -2.5838], [0.4509, 4.8932, -0.8513], [1.7971, 5.1958, -1.6992], [0.5500, 4.6041, -3.7646], [0.1411, 6.1406, -3.0090], [-1.7964, 4.5455, -3.7192], [-1.9062, 5.3741, -2.1579], [-1.4288, -2.6083, -1.3100], [-1.4309, -3.7172, 0.5220], [-2.5129, -3.6307, 1.3868], [-2.4530, -4.3284, 2.5876], [-1.4173, -5.0811, 2.9434], [-0.4048, -5.1904, 2.0904], [-0.3613, -4.5307, 0.8675], [-0.7236, -0.7934, -0.4214], [-1.7577, 0.6568, -0.1288], [-2.0811, 0.9939, 1.6172], [-2.3011, -0.0679, 2.4899], [-2.6035, 0.1848, 3.8169], [-2.6661, 1.4939, 4.2768], [-2.4395, 2.5520, 3.4107], [-2.1527, 2.3067, 2.0766], [-3.3646, 0.2624, -0.8389], [-4.5205, 0.2026, -0.0704], [-5.7232, -0.1438, -0.6701], [-5.7721, -0.4218, -2.0273], [-4.6251, -0.3299, -2.8036], [-3.4243, 0.0185, -2.2116], [0.9946, -0.4875, 0.0678], [2.0113, -1.8780, -0.4872], [1.9783, -2.1685, -1.8532], [2.6831, -3.2469, -2.3571], [3.4445, -4.0314, -1.5016], [3.5342, -3.7077, -0.1564], [2.8323, -2.6243, 0.3524], [1.1342, -0.4226, 1.8789], [1.3386, 0.8192, 2.4769], [1.4103, 0.9213, 3.8569], [1.2855, -0.2149, 4.6418], [1.0780, -1.4530, 4.0507], [0.9942, -1.5585, 2.6733], [-3.3871, -3.0437, 1.1336], [-3.2764, -4.2869, 3.2929], [0.4119, -5.8339, 2.4010], [0.4860, -4.6538, 0.2053], [-2.2389, -1.0822, 2.1190], [-2.7911, -0.6420, 4.4899], [-2.8868, 1.6874, 5.3189], [-2.4936, 3.5695, 3.7754], [-2.0161, 3.1232, 1.3791], [-4.4803, 0.4240, 0.9879], [-6.6232, -0.1937, -0.0717], [-6.7117, -0.6975, -2.4877], [-4.6679, -0.5240, -3.8671], [-2.5287, 0.1375, -2.8117], [1.4186, -1.5229, -2.5209], [2.6418, -3.4795, -3.4128], [3.9889, -4.8825, -1.8886], [4.1493, -4.3020, 0.5066], [2.9277, -2.3618, 1.3964], [1.4366, 1.7028, 1.8555], [1.5657, 1.8862, 4.3213], [1.3421, -0.1366, 5.7199], [0.9735, -2.3421, 4.6598], [0.8155, -2.5203, 2.2151], [1.7824, 1.5600, -2.6753], [3.1723, 1.3293, -2.3340], [4.1025, 1.0833, -3.3342], [5.4313, 0.8535, -3.0082], [5.8361, 0.8540, -1.6833], [4.9124, 1.1221, -0.6841], [3.5904, 1.3817, -1.0086], [1.6551, 1.3852, -3.6666], [1.5706, 2.5566, -2.5079], [3.7930, 1.0717, -4.3735], [6.1523, 0.6791, -3.7955], [6.8699, 0.6631, -1.4296], [5.2185, 1.1317, 0.3540], [2.8803, 1.6487, -0.2383]],
  "forces_ev_per_a": [[0.15, 0.59, -0.81], [-0.13, -0.12, -0.06], [-0.07, -0.09, 0.00], [0.44, -0.19, 0.07], [-0.87, 0.74, 0.27], [0.71, -0.35, -0.50], [0.30, -0.14, 0.30], [0.02, 0.00, -0.01], [-0.03, -0.10, 0.00], [0.02, -0.02, 0.03], [-0.03, 0.01, -0.12], [-0.04, 0.05, -0.02], [-0.07, -0.08, 0.03], [0.01, -0.09, 0.54], [0.03, 0.22, -0.37], [0.00, 0.00, 0.02], [0.01, 0.02, -0.05], [-0.01, -0.08, 0.13], [0.00, 0.03, -0.04], [0.02, -0.01, -0.03], [0.19, 0.25, -0.18], [-0.47, -1.01, 0.75], [0.31, 0.19, -0.07], [0.05, 0.00, -0.05], [0.02, -0.07, 0.02], [0.03, -0.04, 0.10], [-0.01, 0.03, 0.02], [-0.02, 0.04, -0.15], [0.15, 0.26, -0.38], [0.11, -0.02, 0.03], [-0.01, -0.04, 0.03], [-0.08, 0.00, -0.02], [0.09, 0.00, -0.02], [-0.07, 0.15, 0.09], [-0.61, -1.06, 0.83], [0.04, 0.28, -0.32], [0.17, 0.07, 0.12], [-0.01, 0.02, -0.05], [0.03, -0.02, 0.02], [0.02, -0.03, 0.04], [-0.07, 0.05, 0.01], [0.08, 0.44, -0.25], [0.03, -0.10, -0.10], [0.00, 0.08, 0.09], [-0.02, 0.05, 0.05], [-0.05, -0.10, -0.02], [-0.10, 0.02, -0.06], [0.00, 0.01, 0.02], [0.00, 0.03, -0.02], [0.01, 0.02, -0.04], [0.04, 0.02, 0.02], [0.02, -0.08, 0.05], [0.03, 0.01, 0.02], [-0.03, 0.00, -0.02], [-0.01, 0.00, -0.03], [0.03, 0.01, 0.02], [-0.06, 0.00, -0.02], [0.00, -0.01, -0.01], [0.00, 0.01, 0.01], [-0.01, 0.00, 0.00], [-0.05, -0.05, -0.08], [-0.08, -0.12, -0.06], [0.00, 0.02, 0.00], [0.00, 0.00, -0.01], [0.03, 0.02, -0.02], [0.02, -0.07, -0.02], [-0.01, 0.03, 0.05], [0.00, 0.00, -0.01], [0.01, 0.01, -0.01], [-0.01, 0.03, 0.01], [-0.07, -0.08, 0.00], [0.09, 0.30, 0.51], [0.28, -0.07, 0.04], [-0.13, -0.09, -0.01], [0.02, -0.03, -0.01], [0.04, -0.01, 0.02], [-0.03, 0.06, 0.00], [-0.13, 0.06, -0.15], [-0.18, 0.11, -0.04], [-0.03, 0.02, -0.18], [-0.01, 0.00, 0.00], [-0.02, -0.04, -0.01], [0.00, -0.01, -0.01], [0.01, 0.05, -0.01], [-0.03, -0.06, 0.09]],
  "mulliken_spin": [3.556, 0.009, 0.000, -0.002, 0.024, -0.006, 0.009, 0.001, 0.001, 0.001, 0.000, 0.000, 0.000, 0.027, -0.005, -0.003, 0.001, -0.003, 0.001, -0.006, -0.333, -0.125, -0.058, -0.019, -0.001, -0.003, -0.001, -0.003, -0.079, -0.004, 0.001, -0.003, 0.007, 0.041, -0.004, -0.058, 0.050, 0.013, -0.002, 0.001, -0.008, -0.057, 0.021, -0.001, 0.001, -0.002, 0.010, 0.000, 0.000, 0.000, -0.001, -0.003, 0.000, 0.000, 0.000, -0.003, -0.001, 0.000, 0.000, 0.000, -0.003, 0.002, 0.000, 0.000, 0.000, -0.001, -0.009, 0.000, 0.000, 0.000, -0.002, -0.005, 0.001, 0.000, 0.000, 0.000, -0.004, -0.026, 0.013, -0.002, -0.001, 0.000, 0.000, 0.000, 0.057]
}